Here is a structure of composition C18H23AgN8O at a distorted geometry from the Open Molecules 2025 dataset. Energies are from ωB97M-V with the def2-TZVPD basis set.

Each line ends with the Löwdin charge.
CARTESIAN COORDINATES (ANGSTROEM)
Ag -0.447 -0.941 -1.079  0.707
O 1.669 -0.023 -0.434  -0.112
N -0.560 -3.254 -0.940  0.074
N 0.257 -5.187 0.090  0.134
N -0.002 -1.754 3.020  -0.194
N 0.852 1.853 -1.461  0.025
N -0.192 -3.352 1.373  0.136
N -2.674 -0.014 -1.614  0.049
N -0.345 1.293 -1.561  -0.032
N -1.313 -1.346 1.057  0.124
C 5.775 2.667 -1.347  -0.104
C -0.539 -2.461 4.167  -0.071
C -2.692 1.325 -1.476  -0.236
C -1.374 3.451 -0.964  -0.039
C -1.418 2.001 -1.369  -0.291
C 3.198 1.638 -1.178  -0.154
C 4.298 0.785 -1.180  -0.032
C -5.053 -0.088 -1.465  -0.072
C -0.557 -2.078 1.770  -0.452
C 1.835 1.072 -1.037  -0.499
C 3.399 3.011 -1.274  -0.037
C 5.579 1.297 -1.276  -0.093
C 0.176 -0.336 3.259  -0.072
C -3.916 2.009 -1.367  -0.022
C -0.201 -3.889 0.105  -0.518
C -5.096 1.296 -1.348  -0.074
C 4.682 3.521 -1.351  -0.093
C -3.810 -0.684 -1.621  -0.151
H -3.928 3.082 -1.282  0.099
H -1.950 3.609 -0.052  0.077
H 0.456 -3.791 2.013  0.143
H -6.041 1.813 -1.251  0.104
H 4.837 4.588 -1.414  0.097
H 6.432 0.631 -1.296  0.097
H -3.719 -1.756 -1.747  0.103
H -1.779 4.088 -1.750  0.080
H -0.758 0.175 3.523  0.088
H 0.204 -5.737 0.928  0.093
H -1.533 -2.084 4.440  0.093
H 2.537 3.659 -1.272  0.099
H 0.204 -5.695 -0.776  0.100
H 0.872 -0.220 4.090  0.091
H 0.610 0.111 2.365  0.090
H 0.126 -2.312 5.016  0.088
H 4.121 -0.278 -1.103  0.109
H -5.950 -0.686 -1.435  0.095
H -0.619 -3.525 3.955  0.078
H 6.777 3.074 -1.396  0.096
H -0.533 -3.828 -1.777  0.059
H -1.556 -0.472 1.513  0.061
H -0.339 3.736 -0.787  0.058

* calculated total energy: -1359.9619 hartree
* strongest force on any atom: 1.539 eV/Å
* HOMO-LUMO gap: 7.131 eV
* net charge: 0
* molar mass: 475.305 g mol⁻¹